Formula: C65H170N18O25
Source: the Open Molecules 2025 dataset
Level of theory: ωB97M-V/def2-TZVPD

```
278
Properties=species:S:1:pos:R:3
C 13.65 0.34 2.25
O 12.63 -0.52 2.61
C 11.34 0.06 2.87
C 10.29 -0.76 3.65
N 9.00 -0.15 3.29
C 7.94 -0.48 4.17
C 6.76 0.40 4.06
O 7.16 1.74 4.04
C 6.18 2.65 3.99
H 13.90 0.88 3.15
H 13.38 1.00 1.41
H 14.50 -0.29 1.93
H 10.92 0.25 1.88
H 11.41 1.02 3.33
H 10.50 -0.74 4.76
H 10.10 -1.81 3.38
H 9.07 0.86 3.21
H 8.24 -0.58 5.16
H 7.54 -1.46 3.90
H 6.08 0.13 4.87
H 6.23 0.22 3.08
H 5.58 2.68 4.88
H 5.41 2.60 3.16
H 6.62 3.66 3.90
C -1.25 1.55 -5.78
O -1.55 0.38 -5.00
C -1.09 -0.84 -5.57
C -1.44 -1.98 -4.72
N -1.46 -3.13 -5.59
C -2.61 -3.33 -6.45
C -3.96 -2.87 -5.84
O -4.13 -3.42 -4.53
C -5.10 -2.84 -3.75
H -1.49 1.42 -6.83
H -0.18 1.71 -5.74
H -1.89 2.39 -5.43
H -0.02 -0.90 -5.81
H -1.66 -0.80 -6.52
H -2.31 -1.67 -4.16
H -0.76 -2.24 -3.93
H -1.30 -4.03 -5.16
H -2.64 -4.42 -6.55
H -2.45 -2.90 -7.42
H -4.66 -3.21 -6.51
H -4.02 -1.74 -5.81
H -5.15 -3.52 -2.88
H -6.05 -2.80 -4.28
H -4.76 -1.83 -3.41
C -0.48 5.06 -4.98
O 0.06 5.80 -3.94
C 1.40 6.37 -4.03
C 1.53 7.16 -2.79
N 0.34 8.11 -2.81
C 0.27 9.12 -1.80
C 0.30 8.69 -0.32
O 1.48 8.04 0.19
C 2.49 8.95 0.50
H -0.57 5.63 -5.89
H -1.42 4.70 -4.62
H 0.07 4.11 -5.29
H 1.40 7.05 -4.88
H 2.21 5.67 -4.24
H 2.40 7.80 -2.85
H 1.66 6.54 -1.89
H -0.35 7.50 -3.10
H -0.60 9.72 -1.89
H 1.11 9.81 -1.93
H -0.50 7.99 -0.22
H 0.01 9.55 0.32
H 2.12 9.90 0.86
H 3.10 9.16 -0.40
H 3.14 8.46 1.24
C 3.96 -7.60 1.41
O 3.21 -6.92 0.42
C 1.87 -6.78 0.79
C 1.26 -5.83 -0.25
N 1.98 -4.53 -0.13
C 1.31 -3.48 -0.83
C 2.04 -2.13 -0.59
O 1.83 -1.76 0.74
C 3.12 -1.74 1.55
H 3.79 -8.68 1.40
H 3.78 -7.09 2.42
H 4.98 -7.41 1.12
H 1.79 -6.26 1.76
H 1.37 -7.73 0.89
H 0.19 -5.74 -0.17
H 1.45 -6.22 -1.24
H 2.09 -4.28 0.84
H 0.30 -3.37 -0.46
H 1.24 -3.56 -1.97
H 1.68 -1.41 -1.34
H 3.14 -2.28 -0.77
H 2.78 -1.81 2.60
H 3.61 -0.81 1.30
H 3.71 -2.63 1.39
C -6.44 2.82 0.17
O -5.74 1.70 0.72
C -5.91 1.60 2.16
C -5.32 0.29 2.69
N -3.81 0.21 2.55
C -3.11 1.07 3.55
C -2.12 1.93 2.78
O -2.86 2.84 2.03
C -3.11 4.13 2.58
H -5.97 3.84 0.38
H -7.50 2.81 0.52
H -6.38 2.56 -0.85
H -7.03 1.63 2.35
H -5.45 2.51 2.59
H -5.90 -0.60 2.28
H -5.56 0.14 3.74
H -3.55 0.57 1.63
H -2.55 0.60 4.38
H -3.75 1.77 4.07
H -1.51 1.30 2.18
H -1.42 2.46 3.46
H -2.31 4.55 3.20
H -3.93 4.01 3.27
H -3.31 4.74 1.69
C 3.77 -3.05 6.87
O 3.57 -1.72 6.47
C 3.11 -1.63 5.11
C 2.56 -0.25 4.91
N 1.49 0.07 5.89
C 0.23 -0.43 5.33
C -0.81 -0.29 6.50
O -0.20 -0.94 7.61
C -1.03 -0.98 8.74
H 2.95 -3.80 6.56
H 3.95 -3.04 7.97
H 4.68 -3.40 6.32
H 2.26 -2.33 4.88
H 3.84 -1.87 4.37
H 2.18 -0.24 3.86
H 3.32 0.52 5.04
H 1.69 -0.56 6.71
H 0.27 -1.43 5.04
H -0.07 0.22 4.50
H -1.80 -0.79 6.30
H -0.92 0.78 6.73
H -0.49 -1.50 9.56
H -1.92 -1.58 8.56
H -1.34 -0.02 9.17
C 7.68 0.63 -1.33
O 6.72 1.51 -0.98
C 6.18 1.25 0.29
C 4.70 1.54 0.28
N 4.39 2.95 -0.15
C 4.70 3.97 0.84
C 4.38 5.35 0.35
O 5.52 5.77 -0.45
C 5.34 7.10 -0.86
H 8.32 0.36 -0.47
H 8.27 1.24 -2.00
H 7.33 -0.25 -1.80
H 6.72 1.89 1.02
H 6.34 0.24 0.65
H 4.40 1.40 1.32
H 4.06 0.92 -0.40
H 4.95 3.07 -1.01
H 5.78 4.03 1.16
H 4.17 3.73 1.79
H 4.33 6.01 1.21
H 3.41 5.53 -0.19
H 4.30 7.33 -1.02
H 5.92 7.25 -1.77
H 5.87 7.62 -0.07
C -10.16 -6.94 -1.59
O -10.69 -5.82 -2.18
C -10.44 -5.68 -3.56
C -10.73 -4.23 -3.96
N -9.73 -3.32 -3.54
C -9.79 -2.94 -2.14
C -8.59 -1.99 -1.86
O -8.41 -1.16 -3.04
C -7.62 -0.07 -2.81
H -10.45 -6.91 -0.52
H -9.05 -6.86 -1.54
H -10.55 -7.92 -2.06
H -11.10 -6.31 -4.16
H -9.40 -5.95 -3.85
H -11.73 -3.91 -3.64
H -10.76 -4.23 -5.09
H -9.35 -2.70 -4.18
H -9.68 -3.79 -1.48
H -10.69 -2.44 -1.86
H -7.64 -2.59 -1.72
H -8.68 -1.44 -0.86
H -7.48 0.51 -3.74
H -6.72 -0.26 -2.32
H -8.04 0.61 -2.08
C -2.67 -3.85 0.16
O -3.08 -4.64 -0.94
C -2.38 -4.37 -2.17
C -2.47 -5.65 -3.08
N -1.68 -6.71 -2.53
C -1.57 -7.94 -3.28
C -0.53 -8.91 -2.73
O 0.69 -8.29 -2.54
C 1.77 -9.20 -2.20
H -2.45 -2.77 -0.10
H -1.73 -4.10 0.62
H -3.49 -3.84 0.84
H -1.23 -4.13 -2.06
H -2.95 -3.50 -2.59
H -2.01 -5.34 -4.11
H -3.51 -5.93 -3.23
H -1.95 -6.85 -1.59
H -1.15 -7.65 -4.26
H -2.55 -8.41 -3.44
H -0.53 -9.66 -3.47
H -0.83 -9.35 -1.77
H 1.42 -9.96 -1.46
H 2.54 -8.57 -1.77
H 2.17 -9.70 -3.08
C 0.53 5.18 1.94
O 0.10 3.91 1.50
C 1.22 3.24 0.96
C 0.93 1.81 0.59
N -0.22 1.60 -0.24
C -0.27 0.21 -0.76
C -1.57 -0.11 -1.41
O -2.63 -0.12 -0.40
C -3.81 -0.52 -1.06
H 1.24 5.22 2.80
H -0.39 5.71 2.30
H 1.00 5.63 1.07
H 1.96 3.18 1.74
H 1.50 3.84 0.02
H 0.86 1.23 1.49
H 1.82 1.41 0.06
H -1.07 1.85 0.23
H -0.06 -0.53 0.03
H 0.56 0.10 -1.40
H -1.56 -1.05 -1.95
H -1.82 0.72 -2.13
H -4.13 0.18 -1.88
H -4.60 -0.69 -0.28
H -3.69 -1.53 -1.49
C -4.78 0.81 -5.46
O -4.41 0.92 -4.11
H -5.51 1.61 -5.72
H -3.90 0.97 -6.10
H -5.24 -0.15 -5.74
H -3.63 1.46 -4.02
C 1.95 2.57 -3.68
O 2.08 2.66 -4.93
N 0.90 1.95 -3.05
N 2.88 3.27 -2.85
H 0.72 2.15 -2.05
H 0.07 1.87 -3.58
H 2.87 2.95 -1.88
H 3.79 3.40 -3.26
C 1.87 3.43 5.22
O 2.62 4.10 4.55
N 0.60 3.03 4.77
N 2.13 2.96 6.42
H 0.29 2.20 5.23
H 0.66 2.93 3.75
H 1.61 2.22 6.88
H 2.94 3.18 6.91
C -1.37 -2.42 3.07
O -0.57 -3.19 3.64
N -0.92 -1.50 2.15
N -2.69 -2.39 3.37
H -1.50 -1.18 1.45
H 0.07 -1.67 1.87
H -3.04 -2.92 4.15
H -3.23 -1.61 3.04
C -2.09 3.35 -2.02
O -2.38 2.81 -3.08
N -2.87 3.06 -0.90
N -1.08 4.25 -1.84
H -3.70 2.49 -0.96
H -2.72 3.35 0.01
H -0.30 4.39 -2.46
H -1.07 4.70 -0.93
```

Results
E_LUMO	0.43	eV
ΔE to the lowest compared entry with this formula, charge and spin	0.2960	eV
HOMO-LUMO gap	8.51	eV
highest occupied orbital energy	-8.09	eV
total energy	-5444.71378	hartree

These are the Löwdin partial charges, in e, on atoms 1 to 5: -0.135 -0.199 -0.195 -0.173 -0.074